Entry 1:
This record from the Open Molecules 2025 dataset describes 9 unconnected molecules or ions with the total composition C29H54O27 at a distorted geometry. The level of theory is the ωB97M-V functional and the def2-TZVPD basis.

- LUMO energy: 0.389 eV
- Calculated total energy: -86219.59990 eV
- 2S+1: 1
- HOMO level: -10.1 eV

CARTESIAN COORDINATES (ANGSTROEM)
C -1.408 0.917 3.780
C -1.399 -0.544 4.306
C 0.021 -0.888 4.921
O -0.347 -1.528 6.204
C -1.618 -1.266 6.467
O -2.174 -1.657 7.446
O -2.233 -0.694 5.463
H -0.933 1.599 4.433
H -2.401 1.240 3.713
H -0.994 0.968 2.787
H -1.800 -1.341 3.658
H 0.491 0.065 5.288
H 0.632 -1.394 4.231
C -0.365 -0.255 -0.222
C -1.810 0.074 -0.640
C -2.674 -1.008 -1.231
O -3.343 -1.483 -0.185
C -3.283 -0.761 0.862
O -3.571 -1.190 2.024
O -2.537 0.251 0.596
H -0.341 -1.112 0.530
H 0.187 0.562 0.153
H 0.129 -0.533 -1.114
H -1.880 0.996 -1.315
H -2.030 -1.759 -1.779
H -3.319 -0.513 -2.003
C -0.009 3.240 -4.244
O 0.515 3.771 -3.101
C -0.280 3.667 -1.965
O -1.659 3.360 -2.093
O 0.420 3.902 -0.826
C -0.296 3.790 0.393
H -0.359 2.214 -3.964
H 0.784 3.258 -5.068
H -0.887 3.791 -4.564
H 0.282 4.066 1.342
H -0.821 2.829 0.391
H -1.009 4.563 0.429
C -0.547 5.189 3.969
O -1.058 4.125 3.216
C -2.378 3.979 3.086
O -3.234 4.868 3.836
O -2.765 3.023 2.339
C -4.115 2.556 2.421
H -0.861 5.217 5.058
H -0.686 6.063 3.391
H 0.548 4.982 4.048
H -4.782 3.261 1.893
H -4.442 2.424 3.504
H -4.348 1.621 1.952
C 4.088 -2.068 1.125
O 3.165 -1.458 2.029
C 2.605 -0.338 1.617
O 2.735 0.111 0.327
O 2.018 0.353 2.574
C 1.706 1.752 2.342
H 5.011 -1.484 0.803
H 3.699 -2.437 0.188
H 4.642 -2.823 1.502
H 1.199 2.123 3.251
H 0.937 1.763 1.572
H 2.665 2.260 2.091
C 4.652 3.411 -5.274
O 3.397 2.816 -5.144
C 3.362 1.669 -4.538
O 4.495 0.881 -4.323
O 2.122 1.320 -4.041
C 2.001 0.185 -3.240
H 4.415 4.097 -6.067
H 5.522 2.733 -5.536
H 4.729 4.014 -4.417
H 0.980 -0.090 -3.088
H 2.306 0.379 -2.198
H 2.466 -0.709 -3.612
C -1.330 -3.542 2.508
O -0.944 -4.082 3.755
C 0.324 -4.175 4.190
O 1.411 -3.859 3.364
O 0.564 -4.681 5.345
C 1.790 -5.337 5.661
H -0.725 -2.701 2.305
H -2.341 -3.245 2.655
H -1.304 -4.304 1.705
H 2.529 -4.637 5.986
H 2.329 -5.737 4.821
H 1.580 -5.960 6.539
C -0.963 -1.769 -5.240
O -1.811 -0.991 -6.005
C -2.281 0.146 -5.513
O -2.102 0.509 -4.149
O -2.991 0.883 -6.348
C -3.582 2.039 -5.830
H -0.563 -2.584 -5.809
H -1.428 -2.154 -4.373
H -0.131 -1.169 -4.948
H -2.935 2.665 -5.262
H -4.194 1.735 -5.078
H -4.242 2.588 -6.519
C 0.927 -4.054 0.101
O 1.858 -4.028 -0.878
C 1.548 -3.739 -2.135
O 0.303 -3.365 -2.587
O 2.629 -3.817 -2.899
C 2.535 -3.865 -4.336
H 1.139 -3.329 0.917
H 0.893 -5.019 0.531
H -0.116 -3.770 -0.134
H 2.012 -2.987 -4.690
H 2.188 -4.874 -4.691
H 3.495 -3.758 -4.719


Entry 2:
This record from the Open Molecules 2025 dataset describes a single C2H2F3N3 molecule at a distorted geometry. The level of theory is the ωB97M-V functional and the def2-TZVPD basis.

- LUMO energy: 0.339 eV
- Calculated total energy: -14726.98549 eV
- 2S+1: 1
- HOMO level: -8.8 eV

CARTESIAN COORDINATES (ANGSTROEM)
C 0.032 -0.417 0.058
C -0.889 0.857 0.152
N -0.334 -2.615 0.731
N -0.290 -1.563 0.343
N 1.323 -0.292 -0.576
F -1.778 0.856 1.154
F -0.099 1.940 0.362
F -1.543 1.152 -0.944
H 2.135 -0.367 0.043
H 1.442 0.449 -1.324


Entry 3:
This record from the Open Molecules 2025 dataset describes a molecular structure, C23H25BrN5O3Ti. The level of theory is the ωB97M-V functional and the def2-TZVPD basis.

- LUMO energy: -10.535 eV
- Calculated total energy: -130985.68456 eV
- Charge: +3
- 2S+1: 1
- HOMO level: -16.4 eV

CARTESIAN COORDINATES (ANGSTROEM)
Ti 0.283 -0.341 0.534
C 1.845 -1.287 -3.389
C 1.374 -1.306 -1.987
N 0.661 -0.366 -1.443
N 0.241 0.722 -2.174
C -0.398 1.533 -1.385
O -0.459 1.172 -0.074
C -1.036 2.750 -1.821
C -1.714 3.553 -0.896
C -2.335 4.711 -1.319
C -2.277 5.073 -2.661
C -1.599 4.280 -3.583
C -0.978 3.119 -3.171
C 1.686 -2.401 -1.050
C 2.292 -3.579 -1.426
C 2.493 -4.564 -0.460
C 2.072 -4.335 0.838
C 1.460 -3.130 1.141
N 1.272 -2.175 0.221
H 1.585 -0.352 -3.872
H 1.390 -2.110 -3.947
H 2.926 -1.439 -3.418
H -1.745 3.271 0.149
H -2.861 5.337 -0.612
H -2.762 5.982 -2.991
H -1.561 4.574 -4.623
H -0.454 2.494 -3.880
H 2.600 -3.733 -2.450
H 2.971 -5.498 -0.727
H 2.210 -5.076 1.613
H 1.116 -2.919 2.146
O 4.911 2.867 3.010
C 4.002 2.196 2.349
C 3.916 2.128 0.947
C 2.920 1.387 0.375
N 2.009 0.700 1.107
C 2.113 0.802 2.438
Br 0.711 -0.153 3.308
C 3.049 1.502 3.125
H 5.548 3.332 2.448
H 4.621 2.656 0.318
H 2.820 1.327 -0.702
H 3.080 1.547 4.205
C -4.661 -1.998 2.018
N -3.304 -2.041 1.442
C -2.953 -3.269 0.707
C -2.488 -1.038 1.499
C -2.844 0.254 2.156
O -1.310 -1.172 0.926
H -4.865 -2.966 2.467
H -5.387 -1.810 1.228
H -4.738 -1.235 2.784
H -3.555 -4.084 1.097
H -1.901 -3.498 0.840
H -3.173 -3.137 -0.351
H -2.845 0.141 3.242
H -3.840 0.577 1.855
H -2.133 1.027 1.880


Entry 4:
This record from the Open Molecules 2025 dataset describes a molecular structure, C32H26CdN3O4PS2 at a distorted geometry. The level of theory is the ωB97M-V functional and the def2-TZVPD basis.

- LUMO energy: -0.067 eV
- Calculated total energy: -81790.84634 eV
- 2S+1: 1
- HOMO level: -7.8 eV

CARTESIAN COORDINATES (ANGSTROEM)
Cd -0.013 0.258 -1.188
N -2.186 -0.154 1.191
P -0.683 0.657 1.354
C -1.276 1.941 2.523
C -1.630 1.608 3.825
C -2.146 2.571 4.672
C -2.332 3.866 4.219
C -1.991 4.198 2.919
C -1.466 3.239 2.069
C 0.139 -0.486 2.506
C -0.099 -1.853 2.451
C 0.669 -2.720 3.208
C 1.662 -2.227 4.037
C 1.886 -0.862 4.111
C 1.136 0.005 3.342
C -2.803 -0.486 0.018
C -4.069 -1.092 0.049
C -4.695 -1.402 -1.133
C -4.045 -1.121 -2.331
C -2.791 -0.550 -2.276
N -2.184 -0.221 -1.135
H -2.716 -0.343 2.035
H -1.483 0.596 4.174
H -2.402 2.308 5.687
H -2.743 4.613 4.883
H -2.134 5.210 2.573
H -1.197 3.483 1.051
H -0.878 -2.242 1.808
H 0.494 -3.784 3.146
H 2.261 -2.906 4.625
H 2.661 -0.476 4.756
H 1.322 1.068 3.366
H -4.524 -1.304 1.003
H -5.671 -1.864 -1.131
H -4.497 -1.357 -3.281
H -2.228 -0.329 -3.176
C 0.804 0.576 -5.489
C 0.503 1.055 -4.083
O 0.085 0.198 -3.281
C 0.700 2.444 -3.771
C 1.027 3.361 -4.793
C 1.286 4.679 -4.539
C 1.246 5.146 -3.219
C 0.925 4.300 -2.201
C 0.622 2.924 -2.418
O 0.305 2.217 -1.396
H 0.721 -0.508 -5.520
H 1.809 0.862 -5.783
H 0.093 1.006 -6.191
H 1.073 3.011 -5.812
H 1.541 5.351 -5.344
H 1.472 6.183 -3.014
H 0.895 4.643 -1.178
O 2.074 -0.168 0.639
S 2.059 -1.205 -0.362
O 2.654 -0.831 -1.619
N 0.519 -1.694 -0.620
C 0.405 -3.017 -0.550
S -0.993 -3.853 -0.816
C 1.633 -3.691 -0.100
C 1.823 -5.052 0.084
C 3.034 -5.484 0.601
C 4.025 -4.577 0.950
C 3.850 -3.215 0.730
C 2.659 -2.798 0.186
H 1.030 -5.739 -0.177
H 3.211 -6.540 0.746
H 4.942 -4.927 1.401
H 4.617 -2.501 0.985


Entry 5:
This record from the Open Molecules 2025 dataset describes 2 unconnected molecules or ions with the total composition CH2ClI at a distorted geometry. The level of theory is the ωB97M-V functional and the def2-TZVPD basis.

- LUMO energy (spin up / spin down): -1.007 / -2.653 eV
- Calculated total energy: -21690.35788 eV
- 2S+1: 1
- HOMO level (spin up / spin down): -9.6 / -9.0 eV

CARTESIAN COORDINATES (ANGSTROEM)
C -0.236 -0.512 0.119
Cl -1.435 -0.057 1.154
I 1.453 2.066 -0.855
H -0.454 -0.568 -0.934
H 0.672 -0.929 0.515


Entry 6:
This record from the Open Molecules 2025 dataset describes a single C5H3NO molecule at a distorted geometry. The level of theory is the ωB97M-V functional and the def2-TZVPD basis.

- LUMO energy: -0.046 eV
- Calculated total energy: -8768.11837 eV
- 2S+1: 1
- HOMO level: -9.8 eV

CARTESIAN COORDINATES (ANGSTROEM)
N 3.128 -0.359 0.310
C 1.994 -0.156 0.188
C 0.571 0.039 0.142
C -0.439 -0.908 -0.106
C -1.595 -0.189 -0.039
O -1.363 1.126 0.119
C 0.011 1.285 0.271
H -0.308 -1.962 -0.259
H -2.631 -0.493 -0.073
H 0.632 1.616 -0.554


Entry 7:
This record from the Open Molecules 2025 dataset describes a molecular structure, C7H21BaO7 at a distorted geometry. The level of theory is the ωB97M-V functional and the def2-TZVPD basis.

- LUMO energy: -2.973 eV
- Calculated total energy: -22619.44599 eV
- Charge: +1
- 2S+1: 1
- HOMO level: -12.0 eV

CARTESIAN COORDINATES (ANGSTROEM)
Ba -8.044 0.927 10.599
C -11.387 -0.389 9.860
O -10.353 0.449 10.364
H -11.064 -0.710 8.815
H -11.458 -1.353 10.531
H -12.300 0.139 9.846
C -8.111 -0.159 7.189
C -8.752 -0.046 5.799
O -7.912 1.035 5.292
O -7.908 1.111 7.796
H -7.126 -0.565 6.993
H -8.643 -0.788 7.853
H -9.806 0.293 5.663
H -8.659 -0.973 5.221
H -8.440 1.478 4.597
H -7.808 1.790 7.133
C -8.569 -2.288 11.894
C -9.221 -1.148 12.600
O -8.385 -0.190 13.228
O -7.639 -1.873 10.898
H -9.382 -2.873 11.573
H -7.933 -2.703 12.640
H -9.827 -1.611 13.363
H -9.921 -0.599 11.985
H -8.890 0.626 13.528
H -7.966 -2.281 10.159
C -10.938 3.712 11.978
C -11.764 3.531 13.222
O -10.823 3.333 14.283
O -10.154 2.544 11.768
H -10.232 4.553 12.120
H -11.465 3.986 11.047
H -12.477 2.789 13.152
H -12.364 4.446 13.355
H -10.959 4.028 14.919
H -10.576 1.973 11.062


Entry 8:
This record from the Open Molecules 2025 dataset describes 2 unconnected molecules or ions with the total composition C5H21N10 at a distorted geometry. The level of theory is the ωB97M-V functional and the def2-TZVPD basis.

- LUMO energy: -2.086 eV
- Calculated total energy: -20419.06494 eV
- Charge: +1
- 2S+1: 1
- HOMO level: -9.7 eV

CARTESIAN COORDINATES (ANGSTROEM)
C -0.980 1.792 -2.194
C 0.380 0.371 0.637
C -2.072 1.112 -2.468
C 1.438 -1.558 1.843
C 2.869 -1.060 2.030
N 0.440 -0.453 1.708
N 0.175 1.425 -2.879
N -0.699 2.928 -1.393
N 1.095 0.017 -0.435
N -0.358 1.455 0.765
N -3.257 1.576 -1.869
N -2.313 0.057 -3.217
N 1.275 -2.470 0.724
N -0.202 -0.053 2.897
N 1.137 -2.186 3.134
H 3.009 -0.074 2.473
H 3.236 -0.900 0.953
H 3.456 -1.781 2.509
H -0.142 0.959 -3.794
H 0.614 2.257 -3.278
H -1.432 3.323 -0.926
H -0.046 3.640 -1.808
H 0.725 0.429 -1.322
H 1.594 -0.913 -0.518
H -0.648 1.597 1.696
H -0.355 2.209 0.016
H -3.997 1.114 -2.384
H -3.243 2.459 -1.324
H -3.166 0.159 -3.728
H -1.672 -0.464 -3.730
H 1.859 -3.377 0.957
H 0.289 -2.662 0.683
H -1.114 -0.629 3.111
H 0.526 -0.182 3.656
H 0.591 -3.047 3.221
H 1.707 -2.101 3.908